The following is a quantum chemistry calculation of a structure of composition C40H81Cd2N4O21 at a distorted geometry, from OMol25.

The value obtained for the orbital gap is 1.7 eV. Its net charge is -1. The calculation puts the LUMO energy at -0.086 Ha. Its spin multiplicity is 1. The energy comes out at -100850.512 eV.

Positions of all 148 atoms, in Å:
O (-2.187, -1.556, -2.807)
H (-2.963, -0.993, -2.746)
H (-2.356, -2.398, -2.378)
H (-1.409, -1.182, -2.386)
Cd (0.341, 3.208, 8.636)
Cd (-0.856, -5.205, 0.943)
C (0.753, -3.814, 6.478)
C (0.804, -2.839, 7.437)
C (1.703, -1.620, 7.183)
O (1.849, -0.625, 7.991)
C (2.596, -1.567, 6.174)
C (2.600, -2.635, 5.183)
C (1.529, -3.811, 5.314)
O (1.338, -4.496, 4.266)
O (3.391, -2.651, 4.248)
O (-0.030, -2.964, 8.375)
H (0.056, -4.634, 6.389)
H (3.302, -0.799, 5.894)
C (0.225, 2.536, 1.329)
C (-0.134, 2.875, 2.566)
C (-0.800, 1.869, 3.521)
O (-1.102, 2.118, 4.757)
C (-1.096, 0.631, 3.006)
C (-0.624, 0.138, 1.680)
C (0.129, 1.236, 0.764)
O (0.382, 0.917, -0.424)
O (-0.711, -1.030, 1.316)
O (0.130, 4.133, 2.898)
H (0.626, 3.346, 0.737)
H (-1.551, -0.124, 3.631)
C (1.824, -7.811, -3.270)
C (2.022, -6.324, -3.007)
O (1.744, -5.747, -1.796)
H (2.526, -8.362, -2.644)
H (1.918, -7.936, -4.349)
H (0.845, -8.185, -2.971)
H (1.461, -5.668, -3.673)
H (2.957, -5.929, -3.405)
C (-6.745, -4.521, -1.037)
C (-5.623, -5.532, -0.880)
O (-4.255, -5.201, -1.179)
H (-6.595, -3.558, -0.548)
H (-7.622, -5.077, -0.706)
H (-6.980, -4.308, -2.079)
H (-5.931, -6.361, -1.518)
H (-5.691, -5.901, 0.143)
O (2.511, 4.856, 6.913)
H (2.410, 5.178, 6.017)
H (3.202, 5.403, 7.287)
O (-3.016, -4.661, 3.624)
H (-2.821, -3.856, 4.104)
H (-3.724, -5.071, 4.121)
C (6.865, 0.810, -2.615)
O (7.163, -0.539, -2.270)
C (8.428, -0.954, -2.737)
C (8.362, -2.506, -2.923)
N (8.101, -3.253, -1.792)
C (9.173, -3.309, -0.833)
C (10.391, -4.180, -1.239)
O (10.056, -5.574, -1.086)
C (11.054, -6.521, -1.432)
H (5.797, 0.917, -2.422)
H (6.935, 1.031, -3.680)
H (7.386, 1.590, -2.060)
H (9.152, -0.541, -2.035)
H (8.763, -0.450, -3.644)
H (9.174, -2.850, -3.564)
H (7.454, -2.765, -3.467)
H (8.035, -4.238, -2.004)
H (8.683, -3.641, 0.082)
H (9.470, -2.270, -0.690)
H (11.252, -3.921, -0.622)
H (10.687, -3.966, -2.266)
H (11.039, -6.448, -2.519)
H (10.874, -7.549, -1.116)
H (12.025, -6.124, -1.134)
C (-4.851, 9.536, 8.788)
O (-4.258, 8.207, 8.550)
C (-2.889, 8.181, 8.937)
C (-2.132, 6.902, 8.443)
N (-2.065, 5.861, 9.426)
C (-3.423, 5.421, 9.669)
C (-3.501, 3.989, 10.167)
O (-2.144, 3.552, 10.433)
C (-2.063, 2.487, 11.444)
H (-4.659, 10.266, 8.002)
H (-4.494, 10.005, 9.705)
H (-5.916, 9.329, 8.896)
H (-2.738, 8.434, 9.986)
H (-2.266, 8.947, 8.475)
H (-1.145, 7.087, 8.020)
H (-2.718, 6.556, 7.591)
H (-1.703, 6.184, 10.312)
H (-4.035, 5.429, 8.767)
H (-3.943, 5.993, 10.438)
H (-3.923, 3.393, 9.358)
H (-4.163, 3.891, 11.027)
H (-2.666, 1.675, 11.036)
H (-2.566, 2.621, 12.402)
H (-1.045, 2.194, 11.700)
C (-1.089, 4.940, -3.775)
O (0.014, 4.901, -4.687)
C (-0.193, 4.517, -5.962)
C (1.094, 3.742, -6.408)
N (1.018, 2.318, -6.074)
C (1.965, 1.526, -6.850)
C (1.738, 0.030, -6.553)
O (2.790, -0.923, -7.105)
C (2.639, -1.313, -8.438)
H (-1.508, 3.937, -3.700)
H (-1.844, 5.667, -4.075)
H (-0.702, 5.245, -2.802)
H (-0.361, 5.388, -6.594)
H (-1.128, 3.974, -6.099)
H (2.002, 4.206, -6.022)
H (1.338, 4.007, -7.437)
H (1.273, 2.344, -5.097)
H (2.932, 1.787, -6.420)
H (1.967, 1.787, -7.908)
H (0.749, -0.264, -6.903)
H (1.727, -0.052, -5.466)
H (2.293, -0.434, -8.983)
H (1.972, -2.175, -8.436)
H (3.698, -1.410, -8.676)
C (-5.979, 0.550, -1.579)
O (-5.523, 0.439, -2.951)
C (-6.389, 1.059, -3.897)
C (-5.617, 1.157, -5.271)
N (-5.321, -0.272, -5.628)
C (-4.623, -0.529, -6.979)
C (-4.662, -2.028, -7.522)
O (-6.018, -2.329, -7.835)
C (-6.253, -3.691, -8.113)
H (-6.212, 1.603, -1.424)
H (-5.169, 0.246, -0.915)
H (-6.850, -0.096, -1.470)
H (-6.766, 2.020, -3.549)
H (-7.383, 0.611, -3.877)
H (-4.737, 1.800, -5.277)
H (-6.173, 1.673, -6.054)
H (-6.032, -0.954, -5.404)
H (-3.654, -0.058, -7.147)
H (-5.168, 0.120, -7.665)
H (-4.390, -2.796, -6.798)
H (-3.901, -2.353, -8.232)
H (-5.539, -4.033, -8.863)
H (-7.262, -3.916, -8.457)
H (-6.130, -4.339, -7.246)

Here are the Löwdin charges for atoms 1 to 99, given in e: 0.389, 0.173, 0.183, 0.186, 0.546, 0.691, 0.066, -0.337, -0.298, 0.028, 0.133, -0.295, -0.313, 0.004, 0.103, 0.049, 0.135, 0.145, 0.007, -0.335, -0.333, -0.013, 0.082, -0.314, -0.323, -0.026, -0.001, -0.049, 0.123, 0.113, -0.094, -0.468, -0.219, 0.068, 0.064, 0.066, 0.102, 0.109, -0.142, -0.476, -0.377, 0.055, 0.059, 0.050, 0.081, 0.084, -0.188, 0.026, 0.016, -0.126, 0.027, 0.027, -0.114, -0.174, -0.211, -0.239, -0.079, -0.188, -0.189, -0.212, -0.105, 0.087, 0.079, 0.083, 0.109, 0.109, 0.103, 0.127, 0.115, 0.125, 0.108, 0.113, 0.107, 0.080, 0.088, 0.078, -0.079, -0.191, -0.239, -0.205, -0.073, -0.228, -0.209, -0.397, -0.121, 0.079, 0.075, 0.081, 0.113, 0.104, 0.112, 0.120, 0.112, 0.118, 0.112, 0.115, 0.110, 0.078, 0.066